DFT (ωB97M-V with the def2-TZVPD basis set) results for a structure of composition C20H28Cl5F3N4NaO3S in a non-equilibrium geometry.

Gap between HOMO and LUMO: 5.2900 eV
Energy: -4383.64468 Ha
Energy above the lowest of the compared OMol25 structures with the same formula, charge and spin: 31.943 eV
Lowest unoccupied orbital energy: 1.94 eV

```
! wB97M-V def2-TZVPD RIJCOSX def2/J DEFGRID3
* xyz -1 1
Na -0.006 -0.095 -0.063
C -1.003 2.421 3.599
N -2.226 1.856 3.050
C -3.480 2.297 3.628
C -2.155 0.991 2.016
O -1.081 0.609 1.569
C -3.520 0.510 1.459
O -3.339 -0.550 0.563
C -3.652 -0.452 -0.803
C -2.664 0.423 -1.547
O -1.977 1.216 -0.934
N -2.651 0.312 -2.894
C -1.535 0.897 -3.625
C -3.400 -0.702 -3.608
H -0.865 2.102 4.633
H -1.044 3.511 3.548
H -0.168 2.065 3.004
H -4.096 1.450 3.935
H -4.056 2.909 2.928
H -3.265 2.893 4.512
H -4.045 1.346 0.987
H -4.126 0.122 2.284
H -4.677 -0.078 -0.946
H -3.605 -1.468 -1.196
H -1.030 1.623 -2.997
H -1.905 1.379 -4.532
H -0.810 0.122 -3.883
H -2.922 -1.683 -3.512
H -3.427 -0.429 -4.661
H -4.423 -0.765 -3.234
Cl 2.875 -0.887 1.740
C 1.263 -1.279 2.207
C 0.511 -2.084 1.376
C -0.964 -2.321 1.553
Cl -1.910 -2.911 0.651
C -1.233 -2.086 3.018
Cl -2.735 -2.860 3.565
C -0.465 -1.358 3.873
Cl -1.002 -1.026 5.483
C 0.778 -0.861 3.439
Cl 1.693 0.204 4.450
C -4.281 -4.499 0.227
C -3.092 -3.682 0.335
N -1.342 -2.615 -0.474
C 1.244 -3.068 0.528
S -0.860 -2.321 -1.852
N 0.786 -4.283 0.382
C 1.440 -5.269 -0.461
C 0.410 -5.958 -1.350
H -4.561 -4.743 1.258
H -4.097 -5.431 -0.318
H -5.113 -3.960 -0.235
H -1.281 -3.891 0.810
H -2.420 -3.023 1.691
H -2.578 -1.868 0.714
H -0.123 -4.564 0.733
H 1.944 -6.011 0.169
H 2.188 -4.741 -1.048
H -0.239 -6.600 -0.748
H 0.896 -6.571 -2.109
H -0.201 -5.205 -1.851
F 1.087 2.305 -2.254
C 1.511 1.106 -1.623
F 2.889 1.328 -1.540
F 1.455 0.214 -2.724
*
```

Here are the natural (NBO) charges for atoms 1 to 2, given in e:
1. Na 0.78
2. C -0.42